1.
Molecular formula: C35H36Br2N2P
Method: DFT, the ωB97M-V functional and the def2-TZVPD basis

XYZ file:
```
76
Properties=species:S:1:pos:R:3:lowdin_charge:R:1
C 1.32861 1.51328 -7.63209 -0.043
C 0.83834 1.30728 -6.23609 -0.250
C -0.21269 0.40849 -6.03566 0.009
C -0.71835 0.18258 -4.75697 -0.218
C -1.86964 -0.75537 -4.54715 -0.097
C -0.18143 0.88758 -3.67584 -0.210
N -0.79789 0.67175 -2.38957 -0.203
P -1.12080 -0.94755 -1.90172 1.271
H 1.34877 0.19085 0.62689 0.088
N -1.98355 -0.26902 -0.56699 -0.197
C -2.67655 -1.11815 0.37010 -0.202
C -2.59223 -0.90777 1.76364 -0.178
C -1.75075 0.17992 2.37089 -0.029
C -3.33067 -1.75063 2.60464 0.017
C -4.16760 -2.74332 2.08288 -0.249
C -4.99016 -3.59856 2.99384 -0.043
C -4.24922 -2.92002 0.69797 0.013
C -3.48529 -2.12866 -0.16111 -0.217
C -3.60000 -2.27661 -1.64479 -0.085
C -2.43241 1.02217 -0.84299 -0.072
C -1.76575 1.55668 -1.90255 -0.073
C 0.88738 1.78990 -3.84561 -0.184
C 1.51099 2.53499 -2.70015 -0.031
C 1.38998 1.98563 -5.14157 0.021
H 2.13226 2.25102 -7.65557 0.081
H 1.69782 0.57372 -8.06304 0.094
H 0.51060 1.86096 -8.27577 0.094
H -0.64851 -0.13421 -6.87782 0.132
H -2.68999 -0.31361 -3.95444 0.082
H -2.28886 -1.01251 -5.52009 0.096
H -1.54603 -1.72577 -4.11705 0.050
H -1.70964 0.06453 3.46258 0.083
H -0.71089 0.15908 2.02279 0.060
H -2.14979 1.18449 2.16897 0.092
H -3.24780 -1.63438 3.68600 0.131
H -5.59361 -4.29028 2.39560 0.081
H -4.36444 -4.18478 3.68154 0.094
H -5.66427 -2.98863 3.61122 0.094
H -4.90185 -3.68214 0.26943 0.125
H -4.26188 -3.11751 -1.84600 0.094
H -4.01439 -1.37454 -2.12359 0.096
H -2.64493 -2.56289 -2.14668 0.020
H -3.23680 1.43991 -0.24742 0.143
H -1.91258 2.51521 -2.38751 0.143
H 2.30840 3.18867 -3.07840 0.089
H 0.79109 3.16734 -2.16424 0.086
H 1.98230 1.86792 -1.96665 0.063
H 2.22975 2.66629 -5.30492 0.127
Br 0.80706 -0.14167 9.37093 0.752
C 0.86576 0.21433 7.51907 -0.690
C -0.05769 1.09110 6.92987 -0.120
C 0.02858 1.40601 5.58598 -0.044
C 1.04125 0.83281 4.80147 -0.246
C 1.16914 1.18085 3.41565 -0.090
C 1.84900 0.39490 2.54030 -0.093
C 2.07539 0.79822 1.11022 -0.167
C 3.41518 0.45121 0.52621 -0.232
C 4.12373 1.37011 -0.24534 -0.047
C 5.43506 1.08746 -0.63019 -0.107
C 6.01929 -0.14081 -0.26636 -0.687
Br 7.85004 -0.46952 -0.59036 0.749
C 5.27087 -1.09424 0.45238 -0.109
C 3.94423 -0.81847 0.78580 -0.038
C 1.91184 -0.13591 5.35931 -0.018
C 1.83026 -0.42620 6.71991 -0.111
H -0.81314 1.56097 7.54667 0.102
H -0.65704 2.09569 5.10061 0.114
H 0.64882 2.08158 3.04928 0.128
H 2.13528 -0.65998 2.79521 0.117
H 1.83204 1.85605 0.96360 0.122
H 3.63775 2.29836 -0.56993 0.106
H 5.99651 1.78818 -1.21027 0.095
H 5.68485 -2.05621 0.71627 0.101
H 3.29385 -1.56773 1.24769 0.115
H 2.66463 -0.61607 4.73275 0.109
H 2.55241 -1.11435 7.14433 0.103
```

Energy (eV): -189226.9208
Lowest unoccupied orbital energy (eV): -4.24
Relative energy (zero: lowest compared OMol25 entry of this formula, charge and spin) (kcal per mole): 5.54
Spin multiplicity: 1
Frontier orbital gap (eV): 5.829
HOMO energy (eV): -10.074
Total charge: +1

=====

2.
Molecular formula: C5H12O3Sn
Method: DFT, the ωB97M-V functional and the def2-TZVPD basis

XYZ file:
```
21
Properties=species:S:1:pos:R:3:lowdin_charge:R:1
H -1.57420 -3.17601 -2.51256 0.082
C 2.76386 -3.43358 -4.92470 -0.306
O 2.44195 -4.34235 -3.91960 -0.405
C 3.26059 -2.11221 -4.34345 -0.150
O 2.31905 -1.73285 -3.32255 -0.384
C 2.68428 -0.61858 -2.51678 -0.140
C 1.63530 -0.48195 -1.43732 -0.220
O 1.83530 -1.53661 -0.51190 -0.368
C 1.11892 -1.38117 0.70226 -0.068
Sn 1.75366 -3.39437 -2.41942 1.456
H 1.88911 -3.22031 -5.57145 0.135
H 3.56409 -3.81458 -5.58552 0.145
H 3.30618 -1.31170 -5.09522 0.157
H 4.25017 -2.23707 -3.87416 0.148
H 2.71129 0.29027 -3.13367 0.158
H 3.69569 -0.77017 -2.10907 0.157
H 0.58394 -0.54768 -1.76368 0.139
H 1.71495 0.51329 -0.97657 0.149
H 1.22388 -2.32838 1.24251 0.106
H 1.51879 -0.51231 1.24484 0.108
H 0.04732 -1.20361 0.52441 0.102
```

Energy (eV): -17342.5589
Lowest unoccupied orbital energy (alpha / beta) (eV): -4.34 / -4.84
Relative energy (zero: lowest compared OMol25 entry of this formula, charge and spin) (kcal per mole): 32.53
Spin multiplicity: 2
Frontier orbital gap (alpha / beta) (eV): 9.002 / 8.683
HOMO energy (alpha / beta) (eV): -13.344 / -13.518
Total charge: +1

=====

3.
Molecular formula: C25H26MgN2S2
Method: DFT, the ωB97M-V functional and the def2-TZVPD basis

XYZ file:
```
56
Properties=species:S:1:pos:R:3:lowdin_charge:R:1
Mg 2.74230 1.23555 0.40725 0.535
C 3.45103 3.24183 -2.68594 -0.008
C 3.22750 3.25619 -1.20368 -0.296
C 4.30316 3.11298 -0.31332 -0.049
C 4.11870 3.25270 1.06740 -0.073
C 2.84641 3.51645 1.58117 -0.090
C 1.76461 3.64031 0.70685 -0.069
C 1.95287 3.49940 -0.66898 -0.040
H 3.65667 4.25948 -3.02556 0.113
H 2.57103 2.89080 -3.22236 0.091
H 4.30840 2.62864 -2.95773 0.097
H 5.30471 2.99746 -0.70978 0.144
H 4.97706 3.24598 1.72714 0.139
H 2.71375 3.69512 2.63983 0.138
H 0.79317 3.92451 1.08968 0.138
H 1.12457 3.67949 -1.34309 0.141
S 2.40944 -0.57987 -1.16020 0.759
C 1.05494 -1.30522 -0.42888 -0.600
N 0.20988 -2.01968 -1.14065 -0.059
C -0.94834 -2.63846 -0.49349 -0.078
C -0.51041 -3.24077 0.81404 -0.068
N 0.13385 -2.20953 1.62440 -0.087
C -0.13038 -2.25592 3.05814 -0.119
C -1.33088 -1.41981 3.49885 -0.213
C -2.03916 -0.57614 2.65501 -0.059
C -3.13053 0.13793 3.13403 -0.065
C -3.51417 0.01822 4.45945 -0.061
C -2.80672 -0.82342 5.30551 -0.051
C -1.72301 -1.54184 4.82843 -0.032
C 0.82775 -1.23694 1.06518 -0.609
S 1.49090 -0.02781 2.04924 0.793
C 0.22771 -2.11114 -2.61339 -0.092
C -0.91685 -1.30738 -3.19755 -0.220
C -0.80371 0.07581 -3.31993 -0.042
C -1.84652 0.81346 -3.85788 -0.063
C -3.01048 0.17721 -4.26907 -0.055
C -3.13084 -1.19762 -4.14000 -0.050
C -2.08595 -1.93849 -3.60604 -0.039
H -1.34406 -3.40954 -1.14875 0.142
H -1.73272 -1.89319 -0.34182 0.148
H 0.17824 -4.07550 0.65632 0.158
H -1.37820 -3.60959 1.35618 0.153
H 0.76074 -1.93151 3.59687 0.107
H -0.31478 -3.29554 3.32507 0.144
H -1.76205 -0.45438 1.61458 0.093
H -3.68218 0.78550 2.46500 0.111
H -4.36405 0.57435 4.83111 0.116
H -3.09975 -0.93103 6.34127 0.118
H -1.17746 -2.20450 5.49062 0.125
H 0.12253 -3.16273 -2.87923 0.144
H 1.18039 -1.75432 -2.98336 0.084
H 0.11105 0.57001 -3.01294 0.094
H -1.74995 1.88526 -3.97286 0.110
H -3.81805 0.75265 -4.70107 0.117
H -4.03364 -1.69913 -4.46153 0.118
H -2.17853 -3.01629 -3.52953 0.118
```

Energy (eV): -56430.9232
Lowest unoccupied orbital energy (eV): -7.37
Spin multiplicity: 1
Frontier orbital gap (eV): 6.731
HOMO energy (eV): -14.099
Total charge: +2

=====

4.
Molecular formula: C4H12N3
Method: DFT, the ωB97M-V functional and the def2-TZVPD basis

XYZ file:
```
19
Properties=species:S:1:pos:R:3:lowdin_charge:R:1
N -1.07375 -1.67951 1.82388 0.082
C -1.03490 -0.85974 0.72009 -0.129
C 0.09219 -0.64898 -0.01027 -0.201
N 0.93322 -1.94335 -0.06178 0.197
C 0.79674 0.63672 -0.34080 -0.134
C -0.28404 1.74802 -0.70878 -0.277
N 0.41854 2.75616 -1.45521 0.001
H -0.41600 -1.34589 2.52072 0.120
H -1.91676 -1.86543 2.34909 0.115
H -1.88959 -0.34177 0.29913 0.134
H 1.81603 -2.13567 0.43386 0.172
H 0.30587 -2.61683 0.39981 0.135
H 1.04347 -2.33178 -1.00045 0.169
H 1.32565 0.46751 -1.28842 0.113
H 1.43062 1.16792 0.37441 0.125
H -0.99103 1.21248 -1.33573 0.109
H -0.86418 2.11926 0.14371 0.116
H 0.72395 3.55194 -0.92619 0.076
H 0.03521 3.02222 -2.34260 0.076
```

Energy (eV): -8804.4247
Lowest unoccupied orbital energy (eV): -3.54
Relative energy (zero: lowest compared OMol25 entry of this formula, charge and spin) (kcal per mole): 76.32
Spin multiplicity: 1
Frontier orbital gap (eV): 8.653
HOMO energy (eV): -12.194
SMILES string: N/C=C(\[NH3+])CCN
Total charge: +1